No. 1
Entry from the Open Molecules 2025 dataset: C13H14FO7P2Ti as an isolated structure in a non-equilibrium geometry (ωB97M-V/def2-TZVPD).

Geometry as XYZ:
```
38
Properties=species:S:1:pos:R:3:forces:R:3
Ti -0.037 0.228 -0.110 -0.3 -2.3 -3.7
C 0.444 3.134 -0.830 0.8 0.5 -0.3
C -0.473 2.477 0.159 -0.8 1.5 0.8
C -0.040 1.797 1.336 -0.7 2.6 -0.1
C -1.001 1.385 2.274 0.7 -1.5 1.1
C -2.358 1.562 2.111 -0.4 0.6 -0.7
C -2.783 2.227 0.931 -0.2 -0.4 -0.1
C -1.867 2.651 -0.035 0.6 -0.8 0.4
H 0.181 2.787 -1.847 0.2 0.4 0.4
H 1.520 2.951 -0.650 -0.5 -0.3 0.0
H 0.365 4.245 -0.752 -0.3 -0.8 -0.1
H 1.005 1.925 1.585 0.3 -0.5 0.2
H -0.630 0.791 3.127 -0.2 0.6 -0.3
H -3.068 1.236 2.884 0.4 0.1 -0.5
H -3.848 2.363 0.701 0.5 0.0 0.4
H -2.187 3.068 -0.978 -0.2 0.1 0.1
O 1.965 -1.860 -1.963 0.0 -0.3 -0.7
P 1.364 -0.627 -2.779 1.2 0.2 -1.4
O 2.036 -0.218 -4.028 -0.2 -0.2 1.9
O 1.261 0.358 -1.512 -1.8 -0.4 0.7
O -0.143 -1.045 -3.192 -0.9 0.8 1.6
P -1.473 -0.385 -2.468 -0.7 -0.7 -1.6
O -2.589 -1.349 -3.079 0.5 1.0 -0.1
O -1.571 1.090 -2.625 0.3 -1.2 0.2
O -1.464 -0.841 -0.973 1.8 1.4 1.0
H 2.371 -2.539 -2.533 -0.2 0.3 0.2
H -2.689 -1.227 -4.039 -0.1 -0.1 0.3
F 2.464 -4.297 2.984 -0.9 1.3 -0.7
C 1.880 -3.243 2.333 1.1 -0.1 0.2
C 0.535 -3.290 1.997 -0.1 -0.2 0.1
C -0.017 -2.221 1.287 -1.8 -1.4 0.7
C 0.752 -1.164 0.935 0.8 0.5 -0.1
C 2.102 -1.149 1.230 1.5 1.3 0.5
C 2.696 -2.133 1.991 -0.1 -0.8 0.0
H -0.071 -4.139 2.299 0.1 0.1 -0.1
H -1.093 -2.201 1.024 0.7 -0.4 0.3
H 2.702 -0.265 0.934 -0.2 -0.7 0.1
H 3.759 -2.079 2.271 -0.7 -0.2 -0.2
```
Positions in Å, forces in eV/Å.

## Properties
Highest occupied orbital energy: -13.17 eV
Multiplicity: 1
LUMO: -5.67 eV
Charge: +1
ΔE to the lowest compared entry with this formula, charge and spin: 5.0 kcal/mol
HOMO-LUMO gap: 0.27587 Eh



No. 2
Entry from the Open Molecules 2025 dataset: C6H8N5S as an isolated structure in a non-equilibrium geometry (ωB97M-V/def2-TZVPD).

Geometry as XYZ:
```
20
Properties=species:S:1:pos:R:3:forces:R:3
C 3.394 0.751 0.348 1.7 2.6 0.9
C 4.250 -0.278 0.168 -1.9 -0.7 -0.5
C 2.070 -0.755 0.070 -1.9 -0.2 -0.4
C -1.201 -1.219 -0.100 -1.3 3.4 -0.4
C -1.403 -0.224 1.076 0.4 1.8 -1.3
C -1.639 -0.421 -1.373 -3.9 -3.7 -0.3
N 2.071 0.476 0.245 -2.3 -2.9 -0.4
N -2.115 -2.241 0.141 -0.8 -0.5 0.2
N -1.533 -3.292 0.319 -0.6 -1.8 0.1
N -0.097 -3.084 0.162 1.2 0.0 0.0
N 0.073 -1.906 -0.094 1.4 1.5 0.1
S 3.377 -1.774 -0.212 -0.3 0.7 0.4
H 3.541 1.810 0.652 0.8 -1.1 -0.4
H 5.266 -0.400 0.233 2.3 0.3 0.2
H -2.488 -0.022 1.112 0.6 0.9 -0.7
H -0.647 0.641 1.161 -1.6 -1.2 -0.7
H -1.375 -0.722 1.951 0.9 -2.0 3.2
H -2.588 0.231 -1.191 1.6 -1.7 -0.1
H -1.824 -1.212 -2.219 0.3 1.9 1.4
H -0.909 0.216 -1.583 3.2 2.6 -1.3
```
Positions in Å, forces in eV/Å.

## Properties
Highest occupied orbital energy: -14.59 eV
Multiplicity: 1
LUMO: -6.47 eV
Charge: +1
ΔE to the lowest compared entry with this formula, charge and spin: 119.0 kcal/mol
HOMO-LUMO gap: 0.29821 Eh



No. 3
Entry from the Open Molecules 2025 dataset: one molecule with the formula C2HNO4S in a non-equilibrium geometry (ωB97M-V/def2-TZVPD).

Geometry as XYZ:
```
9
Properties=species:S:1:pos:R:3:forces:R:3
O 2.641 -1.068 0.380 -5.6 2.1 -1.8
C 1.509 -0.675 0.052 1.0 -1.0 -0.1
O 0.291 -1.459 -0.072 2.9 -0.3 0.9
C -0.802 -0.685 -0.081 2.3 1.8 0.1
S -2.234 -1.225 0.074 -3.1 -0.9 0.3
N -0.381 0.654 -0.287 0.0 -1.7 -1.6
O -0.879 1.646 0.509 1.5 -1.8 1.4
O 1.037 0.560 -0.445 1.8 0.3 1.9
H -1.182 2.252 -0.129 -0.7 1.6 -1.2
```
Positions in Å, forces in eV/Å.

## Properties
SMILES: O=c1oc(=S)n(O)o1
Highest occupied orbital energy: -9.88 eV
Multiplicity: 1
LUMO: -0.33 eV
ΔE to the lowest compared entry with this formula, charge and spin: 83.4 kcal/mol
HOMO-LUMO gap: 0.35077 Eh



No. 4
Entry from the Open Molecules 2025 dataset: a 2-piece molecular cluster, C4H10Si overall in a non-equilibrium geometry (ωB97M-V/def2-TZVPD).

Geometry as XYZ:
```
15
Properties=species:S:1:pos:R:3:forces:R:3
C -0.845 -0.204 0.722 -2.7 -1.4 2.8
C 0.401 0.069 0.594 0.7 1.0 -1.4
C -1.708 -0.975 -0.225 0.2 -0.9 1.8
C 1.158 1.191 1.186 -1.1 1.0 -0.7
Si 1.207 -0.535 -1.005 0.7 1.1 1.3
H -1.704 -0.069 2.530 1.4 0.2 -3.1
H -1.017 -1.671 -0.768 -1.3 0.6 0.0
H -2.503 -1.513 0.291 0.4 -0.5 0.2
H -2.281 -0.253 -0.754 0.0 0.5 -1.4
H 0.652 1.559 2.036 -0.4 0.2 1.4
H 2.130 0.884 1.399 1.9 0.0 0.5
H 1.133 2.059 0.476 0.4 -0.9 0.4
H 1.859 -1.781 -0.747 0.6 -0.9 0.1
H 2.130 0.554 -1.320 0.5 0.0 -0.1
H 0.375 -0.667 -2.107 -1.2 -0.2 -1.6
```
Positions in Å, forces in eV/Å.

## Properties
Highest occupied orbital energy (spin up / spin down): -8.83 / -8.83 eV
Multiplicity: 1
LUMO (spin up / spin down): 0.00 / 0.00 eV
ΔE to the lowest compared entry with this formula, charge and spin: 89.3 kcal/mol
HOMO-LUMO gap (spin up / spin down): 0.32436 / 0.32444 Eh



No. 5
Entry from the Open Molecules 2025 dataset: one molecule with the formula C3H8N2S in a non-equilibrium geometry (ωB97M-V/def2-TZVPD).

Geometry as XYZ:
```
14
Properties=species:S:1:pos:R:3:forces:R:3
C -0.082 1.556 -0.545 -0.3 -1.1 2.3
N -0.581 0.306 -1.127 -4.2 1.4 -1.1
N -1.720 -0.250 -0.206 5.6 -0.5 2.7
C -1.170 -0.642 0.980 -4.7 -0.2 -1.5
S 0.350 -0.730 1.896 0.5 -0.1 -3.2
C 1.434 -1.233 0.335 -2.0 -0.7 -1.3
H -0.900 2.061 0.041 1.2 0.0 -0.6
H 0.532 2.144 -1.156 -0.3 1.2 -2.1
H 0.755 1.265 0.064 -0.1 -0.2 1.5
H -1.238 0.725 -1.856 1.2 -1.4 0.6
H -2.053 -1.110 1.590 1.7 1.0 -0.8
H 1.127 -2.341 0.208 1.2 1.7 0.4
H 2.497 -0.986 0.463 -0.5 -0.5 0.3
H 1.047 -0.764 -0.689 0.6 -0.6 2.6
```
Positions in Å, forces in eV/Å.

## Properties
SMILES: CN/N=C\SC
Highest occupied orbital energy: -9.01 eV
Multiplicity: 1
LUMO: 0.52 eV
ΔE to the lowest compared entry with this formula, charge and spin: 95.0 kcal/mol
HOMO-LUMO gap: 0.35028 Eh



No. 6
Entry from the Open Molecules 2025 dataset: an isolated ion of composition C6H10N3S and charge +1 in a non-equilibrium geometry (ωB97M-V/def2-TZVPD).

Geometry as XYZ:
```
20
Properties=species:S:1:pos:R:3:forces:R:3
N -2.618 -0.675 0.368 -1.1 -3.1 1.0
C -1.414 -1.369 1.001 0.1 2.5 1.9
S -0.533 -0.415 2.300 -1.0 -0.3 0.1
C 0.445 0.749 1.426 0.0 -5.0 -0.7
C 1.236 0.202 0.501 0.0 4.2 -0.3
N 1.885 0.999 -0.421 1.7 -1.5 -0.7
C 2.807 0.441 -1.328 -0.6 2.4 -0.8
C 3.207 1.472 -2.103 0.0 1.1 0.7
N 2.679 2.640 -1.618 -0.7 1.8 -0.4
C 1.887 2.367 -0.655 -0.1 -2.3 0.3
H -2.393 0.257 0.161 0.6 1.7 -0.8
H -3.253 -0.637 1.155 -0.9 0.2 0.0
H -3.076 -1.206 -0.440 0.8 1.0 1.2
H -1.532 -2.261 1.535 -1.5 -1.5 0.3
H -0.814 -1.524 0.219 2.6 -0.8 -2.8
H 0.246 1.706 1.612 -0.4 3.7 0.5
H 1.401 -0.783 0.261 0.1 -2.4 0.3
H 3.180 -0.514 -1.414 0.1 -2.2 0.4
H 3.837 1.673 -2.938 0.6 -1.0 -0.4
H 1.203 2.865 -0.030 -0.3 1.6 0.2
```
Positions in Å, forces in eV/Å.

## Properties
SMILES: [NH3+]CS/C=C/n1ccnc1
Highest occupied orbital energy: -12.06 eV
Multiplicity: 1
LUMO: -3.89 eV
Charge: +1
ΔE to the lowest compared entry with this formula, charge and spin: 57.2 kcal/mol
HOMO-LUMO gap: 0.30037 Eh